(1)
# C35H85O25P5

10 unconnected molecules or ions with the total composition C35H85O25P5 (the ωB97M-V functional and the def2-TZVPD basis, the OMol25 dataset).

HOMO-LUMO gap: 0.360 hartree
2S+1: 1
Maximum force: 0.0741 hartree/bohr
Energy relative to the best compared isomer or geometry (same formula, charge and spin): 0.0 kcal per mole
SMILES: COP(=O)(OC)OC.COP(=O)(OC)OC.COP(=O)(OC)OC.COP(=O)(OC)OC.COP(=O)(OC)OC.C1CCOC1.C1CCOC1.C1CCOC1.C1CCOC1.C1CCOC1
E_HOMO: -9.49 eV

XYZ file:
```
150
Properties=species:S:1:pos:R:3:mulliken_charge:R:1
C 6.936 7.313 -6.263 -0.671
O 6.538 6.028 -5.786 -0.303
P 5.481 5.068 -6.631 1.000
O 5.900 4.927 -8.042 -0.671
O 5.411 3.712 -5.749 -0.298
C 6.651 2.986 -5.630 -0.649
O 4.055 5.768 -6.344 -0.209
C 3.007 5.194 -7.102 -0.782
H 6.633 8.135 -5.615 0.267
H 6.398 7.518 -7.188 0.303
H 8.014 7.418 -6.391 0.262
H 7.481 3.541 -6.067 0.329
H 6.572 2.018 -6.125 0.258
H 6.797 2.835 -4.560 0.244
H 3.244 4.681 -8.034 0.349
H 2.256 5.942 -7.353 0.278
H 2.420 4.491 -6.510 0.291
C -7.566 -10.715 0.419 -0.690
O -6.169 -10.745 0.290 -0.324
P -5.386 -9.353 -0.147 1.033
O -3.923 -9.478 0.034 -0.662
O -6.164 -8.167 0.638 -0.293
C -5.608 -6.873 0.478 -0.703
O -5.788 -9.123 -1.737 -0.284
C -5.396 -10.149 -2.654 -0.697
H -8.075 -9.902 -0.098 0.333
H -7.757 -10.709 1.492 0.263
H -8.012 -11.542 -0.134 0.289
H -4.664 -6.930 -0.064 0.327
H -5.361 -6.384 1.421 0.271
H -6.246 -6.134 -0.006 0.272
H -6.253 -10.423 -3.271 0.284
H -5.145 -11.082 -2.149 0.301
H -4.558 -9.958 -3.324 0.279
C -1.039 -4.755 7.712 -0.670
O -0.112 -3.802 7.212 -0.330
P 1.478 -4.125 7.365 0.983
O 2.308 -3.303 6.466 -0.661
O 1.595 -5.710 7.145 -0.264
C 1.490 -6.215 5.870 -0.725
O 1.805 -3.942 9.003 -0.288
C 2.974 -4.465 9.533 -0.627
H -1.613 -5.172 6.884 0.284
H -1.742 -4.207 8.339 0.289
H -0.676 -5.602 8.294 0.313
H 2.532 -6.509 5.741 0.267
H 1.190 -5.483 5.121 0.361
H 0.842 -7.091 5.836 0.245
H 3.162 -4.103 10.543 0.244
H 3.863 -4.263 8.936 0.316
H 2.843 -5.547 9.510 0.262
C -5.978 0.662 -6.976 -0.723
O -6.015 -0.394 -7.929 -0.277
P -4.622 -1.111 -8.352 1.030
O -3.475 -0.202 -8.520 -0.681
O -4.397 -2.147 -7.112 -0.268
C -3.733 -3.359 -7.285 -0.665
O -5.034 -2.042 -9.604 -0.319
C -6.116 -2.920 -9.411 -0.826
H -6.648 1.390 -7.434 0.260
H -5.039 1.193 -6.824 0.339
H -6.381 0.375 -6.004 0.258
H -4.343 -4.141 -7.737 0.240
H -3.314 -3.777 -6.370 0.281
H -2.960 -3.227 -8.042 0.333
H -6.491 -3.067 -8.398 0.367
H -5.964 -3.970 -9.660 0.344
H -6.964 -2.680 -10.052 0.307
C -7.481 3.643 -0.012 -0.627
O -8.689 3.921 0.676 -0.351
P -9.572 5.246 0.322 1.044
O -10.769 5.481 1.206 -0.676
O -8.418 6.394 0.291 -0.268
C -7.673 6.679 1.416 -0.724
O -9.976 5.018 -1.243 -0.286
C -10.979 5.859 -1.824 -0.699
H -7.359 4.338 -0.843 0.334
H -7.436 2.597 -0.314 0.247
H -6.682 3.793 0.714 0.264
H -7.995 7.599 1.904 0.274
H -6.632 6.774 1.108 0.278
H -7.663 5.904 2.182 0.326
H -11.854 5.315 -2.180 0.265
H -10.531 6.257 -2.734 0.280
H -11.328 6.695 -1.218 0.322
C 8.335 0.706 4.143 -0.489
C 9.372 1.520 3.402 -0.586
C 9.656 2.620 4.445 -0.356
O 8.355 2.956 4.850 -0.386
C 7.457 1.871 4.603 -0.417
H 8.824 0.249 5.004 0.262
H 7.771 -0.004 3.538 0.308
H 9.020 1.896 2.441 0.278
H 10.260 0.939 3.152 0.329
H 10.083 3.491 3.947 0.260
H 10.204 2.330 5.341 0.268
H 6.774 2.134 3.796 0.247
H 6.836 1.681 5.478 0.282
C 4.094 7.597 -0.724 -0.417
C 3.553 7.306 0.706 -0.452
C 2.280 8.112 0.837 -0.409
O 2.520 9.170 -0.090 -0.415
C 3.185 8.705 -1.234 -0.370
H 4.047 6.788 -1.452 0.210
H 5.126 7.935 -0.815 0.252
H 4.323 7.682 1.380 0.213
H 3.418 6.233 0.842 0.339
H 2.237 8.541 1.838 0.268
H 1.376 7.534 0.644 0.280
H 3.686 9.570 -1.668 0.246
H 2.417 8.379 -1.935 0.256
C 4.552 -6.592 -1.944 -0.542
C 3.443 -7.658 -2.153 -0.460
C 3.032 -7.477 -3.508 -0.412
O 3.105 -6.071 -3.748 -0.419
C 4.118 -5.489 -2.913 -0.369
H 5.564 -6.956 -2.121 0.270
H 4.625 -6.207 -0.927 0.290
H 2.571 -7.577 -1.504 0.255
H 3.858 -8.651 -1.978 0.291
H 2.061 -7.915 -3.738 0.330
H 3.771 -8.007 -4.109 0.251
H 3.712 -4.720 -2.256 0.230
H 4.901 -5.076 -3.550 0.285
C 0.534 0.862 -1.021 -0.454
C 0.371 0.884 0.492 -0.482
C -0.329 -0.444 0.737 -0.447
O -1.271 -0.467 -0.357 -0.409
C -0.556 -0.065 -1.506 -0.423
H 1.483 0.503 -1.419 0.259
H 0.427 1.848 -1.474 0.267
H -0.201 1.719 0.896 0.249
H 1.291 0.914 1.077 0.297
H -0.789 -0.488 1.724 0.336
H 0.322 -1.318 0.765 0.264
H -1.175 0.516 -2.190 0.256
H -0.226 -0.919 -2.096 0.287
C 1.747 4.690 7.776 -0.432
C 1.036 3.351 7.904 -0.401
C 1.282 2.905 9.319 -0.476
O 1.653 4.109 10.020 -0.398
C 2.432 4.832 9.067 -0.474
H 1.078 5.533 7.603 0.251
H 2.511 4.779 7.003 0.256
H 1.353 2.580 7.201 0.334
H -0.016 3.563 7.717 0.194
H 2.045 2.128 9.342 0.265
H 0.420 2.466 9.822 0.297
H 3.430 4.397 9.124 0.285
H 2.513 5.865 9.405 0.299
```

***

(2)
# C10H12N2O5STl

A molecular structure, C10H12N2O5STl (the ωB97M-V functional and the def2-TZVPD basis, the OMol25 dataset).

HOMO-LUMO gap: 0.248 hartree
2S+1: 1
Maximum force: 0.2170 hartree/bohr
Total charge: +3
Energy relative to the best compared isomer or geometry (same formula, charge and spin): 110.5 kcal per mole
E_HOMO: -19.39 eV

XYZ file:
```
31
Properties=species:S:1:pos:R:3:mulliken_charge:R:1
O 5.277 -2.366 -3.114 -0.006
C 4.430 -1.832 -2.564 0.191
Tl 2.825 -0.823 -1.524 2.411
O 0.717 -2.452 -3.345 -0.047
C 1.469 -1.869 -2.692 -0.017
C 4.285 0.173 -0.417 -0.058
O 5.062 0.752 0.216 -0.041
C 2.924 0.666 -2.974 -0.035
O 2.958 1.513 -3.762 -0.048
C 2.827 -2.360 -0.130 -0.077
O 2.830 -3.215 0.645 -0.046
C -1.950 -0.263 3.322 -1.151
C -1.166 0.668 2.462 -0.268
N -0.383 -0.149 1.462 -0.078
C -0.219 0.254 0.205 0.213
S 1.354 0.829 -0.336 -0.219
N -1.288 0.554 -0.683 -0.047
C -2.719 0.445 -0.387 -0.431
C -3.364 1.789 -0.435 -1.068
H -2.632 -0.873 2.739 0.313
H -2.540 0.332 4.019 0.385
H -1.303 -0.914 3.903 0.359
H -1.777 1.362 1.894 0.156
H -0.462 1.266 3.076 0.365
H 0.440 -0.540 1.891 0.337
H -1.012 0.947 -1.525 0.264
H -3.112 -0.217 -1.170 0.372
H -2.820 -0.066 0.560 0.215
H -3.270 2.249 -1.416 0.410
H -4.431 1.675 -0.224 0.338
H -2.949 2.465 0.300 0.311
```

***

(3)
# C3H9N3

C3H9N3 in the gas phase (the ωB97M-V functional and the def2-TZVPD basis, the OMol25 dataset).

HOMO-LUMO gap (spin up / spin down): 0.251 / 0.251 hartree
2S+1: 1
Maximum force: 0.0258 hartree/bohr
Energy relative to the best compared isomer or geometry (same formula, charge and spin): 92.7 kcal per mole
E_HOMO (spin up / spin down): -6.55 / -6.55 eV

XYZ file:
```
15
Properties=species:S:1:pos:R:3:mulliken_charge:R:1
C 1.263 -0.597 -0.182 -0.087
C -1.373 1.167 0.222 -1.101
N 0.078 -0.960 0.370 -0.384
C -0.970 -0.126 -0.487 0.522
N 2.291 -0.153 0.580 -0.407
N -1.942 -0.803 -1.072 -0.853
H -0.024 -0.898 1.376 0.260
H -1.665 -1.775 -1.198 0.189
H 2.091 0.350 1.431 0.241
H 3.176 0.054 0.144 0.247
H 1.545 -1.020 -1.142 0.360
H -0.013 0.310 -1.204 0.073
H -1.923 1.793 -0.479 0.325
H -0.504 1.726 0.578 0.297
H -2.029 0.934 1.065 0.318
```